# C33H41GeN6Sc

A molecular structure, C33H41GeN6Sc in a non-equilibrium geometry (ωB97M-V/def2-TZVPD, OMol25).

LUMO = 0.051 eV
Energy above the lowest of the compared OMol25 structures with the same formula, charge and spin = 35.5 kcal/mol
Frontier orbital gap = 4.85 eV

Cartesian coordinates (Å):
Sc (-0.7514, -0.1391, -0.1482)
C (1.4847, 0.0758, 1.4484)
C (0.9086, -1.2591, 1.6982)
C (-0.5775, -1.3383, 1.9001)
C (-1.3811, -0.1795, 2.1397)
C (-0.8164, 1.0948, 1.9500)
C (0.5223, 1.2312, 1.5088)
H (2.4978, 0.2279, 1.8161)
H (1.5539, -1.9414, 2.2524)
H (-1.0248, -2.3134, 2.0605)
H (-2.3950, -0.2515, 2.5226)
H (-1.4215, 1.9708, 2.1637)
H (0.9163, 2.2381, 1.3978)
N (-0.1033, 1.6607, -1.4588)
C (-1.2498, 2.4871, -1.8497)
C (-2.3381, 2.4977, -0.7768)
N (-2.8599, 1.1468, -0.4683)
H (0.3314, 2.0140, -0.6003)
H (0.6328, 1.6466, -2.1536)
H (-1.6780, 2.0664, -2.7634)
H (-0.9415, 3.5167, -2.0622)
H (-3.1561, 3.1207, -1.1406)
H (-1.9453, 2.9695, 0.1284)
H (-3.8695, 1.1385, -0.4088)
H (-2.5809, 0.8839, 0.4949)
C (1.3463, -0.9053, 0.2344)
Ge (2.8251, -1.9343, -0.4150)
C (4.2888, -2.0926, 0.8893)
C (5.1851, -1.0358, 1.0392)
C (6.1967, -1.0758, 1.9857)
C (6.3323, -2.1854, 2.8078)
C (5.4526, -3.2480, 2.6727)
C (4.4431, -3.1981, 1.7218)
C (3.6248, -1.1642, -2.0454)
C (2.9463, -0.1420, -2.6954)
C (3.4306, 0.4424, -3.8586)
C (4.6304, 0.0014, -4.3968)
C (5.3292, -1.0163, -3.7635)
C (4.8302, -1.5873, -2.6022)
C (2.2224, -3.7510, -0.8832)
C (1.5161, -4.5138, 0.0509)
C (1.0785, -5.7957, -0.2463)
C (1.3395, -6.3461, -1.4943)
C (2.0239, -5.5998, -2.4401)
C (2.4561, -4.3156, -2.1334)
H (5.1002, -0.1609, 0.4012)
H (6.8808, -0.2415, 2.0805)
H (7.1223, -2.2221, 3.5473)
H (5.5534, -4.1209, 3.3059)
H (3.7764, -4.0495, 1.6247)
H (2.0103, 0.1868, -2.2680)
H (2.8771, 1.2395, -4.3433)
H (5.0209, 0.4495, -5.3020)
H (6.2687, -1.3626, -4.1763)
H (5.3985, -2.3750, -2.1173)
H (1.2881, -4.0943, 1.0254)
H (0.5326, -6.3653, 0.4958)
H (1.0061, -7.3493, -1.7301)
H (2.2196, -6.0105, -3.4229)
H (2.9897, -3.7523, -2.8922)
C (-2.4826, -0.9950, -3.1110)
N (-1.3440, -1.2356, -2.1994)
C (-0.3103, -2.0035, -2.9459)
N (-0.8371, -3.2499, -3.4712)
C (-1.9623, -2.9484, -4.3500)
N (-3.0299, -2.2338, -3.6415)
C (-3.4702, -3.0713, -2.5271)
N (-2.3747, -3.3890, -1.6055)
C (-1.8337, -2.1378, -1.1164)
C (-1.3107, -4.0684, -2.3587)
H (-2.1272, -0.3738, -3.9375)
H (-3.2483, -0.4463, -2.5601)
H (0.5168, -2.2026, -2.2673)
H (0.0446, -1.3762, -3.7657)
H (-2.3675, -3.8811, -4.7480)
H (-1.6141, -2.3339, -5.1836)
H (-3.8770, -4.0035, -2.9230)
H (-4.2590, -2.5522, -1.9761)
H (-0.9843, -2.3425, -0.4286)
H (-2.6287, -1.5987, -0.5668)
H (-1.7064, -5.0087, -2.7466)
H (-0.4810, -4.2829, -1.6858)